1.
The following is a DFT calculation (the ωB97M-V functional and the def2-TZVPD basis) of C27H19N9O4Sc as an isolated structure.

The value obtained for the HOMO energy is -11.4 eV. The net charge is +1. The energy above the lowest of the compared OMol25 structures with the same formula, charge and spin is 78.0 kJ/mol. As for the total energy: -2594.69718 Ha. The calculation puts the frontier orbital gap at 8.198 eV.

Element x y z (Å)
Sc: 0.00962 0.63481 0.53899
C: 1.26912 0.45265 3.61027
N: -0.00468 0.87746 2.99112
C: -1.22167 0.30477 3.60788
C: -2.12430 -0.24894 2.55262
N: -1.95431 0.01356 1.27155
C: -3.00424 -0.63708 0.60523
C: -3.31070 -0.71764 -0.75036
C: -4.40747 -1.47749 -1.10043
C: -5.18036 -2.14685 -0.13841
C: -4.88390 -2.07299 1.20706
C: -3.78430 -1.29747 1.54730
N: -3.19766 -1.01340 2.77847
C: 2.14727 -0.19296 2.58629
N: 1.95824 -0.03389 1.29275
C: 2.97767 -0.76447 0.66077
C: 3.25501 -0.96420 -0.68922
C: 4.32702 -1.77540 -0.99619
C: 5.11034 -2.37534 0.00164
C: 4.85210 -2.17448 1.34168
C: 3.77130 -1.35481 1.63793
N: 3.21284 -0.95961 2.85484
H: 1.08748 -0.23862 4.43305
H: 1.78926 1.31385 4.03354
H: -0.06144 1.88874 3.03014
H: -1.76231 1.06920 4.16942
H: -0.95552 -0.47882 4.31696
H: -2.71986 -0.21702 -1.50566
H: -4.67931 -1.56540 -2.14364
H: -6.02695 -2.73717 -0.46180
H: -5.46868 -2.59715 1.95047
H: -3.48913 -1.37211 3.67292
H: 2.65967 -0.51349 -1.47184
H: 4.56930 -1.96251 -2.03341
H: 5.93132 -3.01642 -0.28843
H: 5.44955 -2.64046 2.11332
H: 3.53660 -1.21663 3.77269
O: 0.05880 4.70799 0.11519
C: 0.03107 3.64621 -0.43621
O: 0.02564 2.49938 0.26402
C: 0.00080 3.50644 -1.93131
C: -0.02484 2.28348 -2.59121
C: -0.05532 2.21923 -3.97410
C: -0.05984 3.41079 -4.67186
C: -0.03416 4.64607 -4.05407
C: -0.00401 4.68601 -2.67069
N: -0.09519 3.35639 -6.15557
O: -0.11134 2.25680 -6.66942
O: -0.08125 4.41064 -6.75047
H: -0.02221 1.34200 -2.05855
H: -0.07609 1.28118 -4.50709
H: -0.03876 5.54301 -4.65525
H: 0.01630 5.63040 -2.14517
N: -0.01104 -1.06133 -0.72907
C: 0.04406 -2.18477 -0.39686
C: 0.06207 -3.43878 0.13952
C: 1.22999 -4.23468 -0.00945
N: 2.20546 -4.83873 -0.10895
C: -0.96078 -3.68637 1.09272
N: -1.77630 -3.77356 1.90431

=====

2.
The following is a DFT calculation (the ωB97M-V functional and the def2-TZVPD basis) of C30H18ClF5N4ORbSSe as an isolated structure in a non-equilibrium geometry.

The value obtained for the HOMO energy is -4.5 eV. The net charge is -1. As for the total energy: -5231.63996 Ha. The calculation puts the frontier orbital gap at 6.462 eV.

Element x y z (Å)
Rb: -0.47179 0.07182 0.75118
Cl: -6.37004 4.34872 -2.53535
C: -4.93435 3.53573 -1.93608
C: -3.84044 4.29558 -1.49423
C: -2.71041 3.67005 -1.04207
C: -2.58480 2.23823 -0.97515
O: -1.50019 1.68462 -0.63865
C: -3.75476 1.49927 -1.37701
C: -3.86718 0.05714 -1.28722
N: -3.22424 -0.71892 -0.49776
C: -3.61634 -2.06038 -0.40534
C: -4.91900 -2.48381 -0.56538
C: -5.28723 -3.83718 -0.43292
C: -4.36335 -4.78311 -0.10179
C: -3.02445 -4.39251 0.13445
C: -2.03665 -5.31392 0.55333
C: -0.77262 -4.88279 0.81431
C: -0.48546 -3.51233 0.64078
N: -1.36365 -2.63067 0.23603
C: -2.63872 -3.03934 -0.01401
C: -4.87834 2.17039 -1.89076
H: -3.89849 5.37686 -1.53307
H: -1.84786 4.24489 -0.72527
H: -4.62642 -0.37386 -1.95640
H: -5.68687 -1.74911 -0.76865
H: -6.32265 -4.11770 -0.58371
H: -4.64226 -5.82435 0.01110
H: -2.30852 -6.35653 0.67752
H: 0.00078 -5.55714 1.15787
H: 0.51674 -3.14382 0.84959
H: -5.73005 1.58932 -2.22963
F: 4.19213 -4.13995 1.08932
C: 3.42472 -3.17385 1.62417
C: 3.15419 -2.01716 0.92910
F: 3.67077 -1.84555 -0.30212
C: 2.36389 -1.03472 1.49666
F: 2.12929 0.05731 0.72644
C: 1.80155 -1.11860 2.77918
S: 0.86772 0.12823 3.51078
C: 2.09578 -2.32816 3.43808
F: 1.59849 -2.55781 4.65888
C: 2.88000 -3.32080 2.88859
F: 3.12577 -4.45239 3.57187
C: 2.43358 3.48939 1.73916
N: 3.44231 2.89951 0.88099
C: 4.31246 1.91330 1.24833
Se: 4.68269 1.27923 2.90772
N: 4.93238 1.52353 0.09714
C: 4.48425 2.25357 -0.99191
C: 4.81727 2.23848 -2.33356
C: 4.16929 3.15066 -3.15954
C: 3.22714 4.04340 -2.65148
C: 2.89756 4.05543 -1.30052
C: 3.54176 3.14528 -0.48365
H: 2.31553 2.85406 2.61553
H: 1.48909 3.52673 1.19780
H: 2.72075 4.49004 2.06626
H: 5.57614 0.75235 0.08992
H: 5.54540 1.53780 -2.72247
H: 4.39965 3.16430 -4.21690
H: 2.73646 4.73649 -3.32227
H: 2.16164 4.74469 -0.90721

=====

3.
The following is a DFT calculation (the ωB97M-V functional and the def2-TZVPD basis) of a 3-piece molecular cluster, C5H8N2 overall in a non-equilibrium geometry.

The value obtained for the HOMO energy (alpha / beta) is -8.8 / -8.7 eV. The energy above the lowest of the compared OMol25 structures with the same formula, charge and spin is 922.6 kJ/mol. As for the total energy: -304.48411 Ha. The calculation puts the frontier orbital gap (alpha / beta) at 8.582 / 8.427 eV.

Element x y z (Å)
C: 2.31599 -0.30569 0.74983
N: 1.13415 0.21803 0.49494
C: 0.75175 0.62129 -0.78785
C: -0.57509 0.73446 -0.76630
C: -1.03212 0.27546 0.53886
C: -2.48211 -0.22380 0.57143
N: -0.02181 0.05560 1.34098
H: 2.40170 -0.54443 1.84970
H: 3.57713 1.20977 -1.30506
H: 2.19831 -2.61266 -0.91943
H: 1.45323 0.74214 -1.61424
H: -1.15142 1.01794 -1.63378
H: -2.88339 0.03980 -0.41404
H: -3.23625 0.09272 1.30746
H: -2.45007 -1.32064 0.58749

=====

4.
The following is a DFT calculation (the ωB97M-V functional and the def2-TZVPD basis) of a 4-piece molecular cluster, C17H27BO13 overall in a non-equilibrium geometry.

The value obtained for the HOMO energy is -9.9 eV. As for the total energy: -1667.07804 Ha. As for the structure (SMILES): O=C1C[C@H](CB(O)O)CO1.C[C@@H]1COC(=O)O1.C[C@@H]1COC(=O)O1.C[C@@H]1COC(=O)O1. The calculation puts the frontier orbital gap at 10.292 eV.

Element x y z (Å)
O: 1.49918 0.09633 3.95713
C: 1.04490 -0.43757 2.97627
C: 0.36473 -1.77479 2.76442
C: -0.91686 -1.16634 2.19652
C: -2.12784 -2.02768 1.79200
B: -3.39719 -1.13056 2.09264
O: -4.01854 -1.21757 3.33280
O: -3.84118 -0.24700 1.11374
C: -0.33951 -0.14553 1.19799
O: 0.95959 0.15889 1.73035
H: 0.92141 -2.28124 1.98886
H: 0.16210 -2.35194 3.65326
H: -1.27847 -0.52171 3.01371
H: -2.09440 -2.28711 0.74038
H: -2.13285 -2.91065 2.41664
H: -3.70859 -0.51336 3.90315
H: -3.37333 0.58615 1.19566
H: -0.93962 0.75556 1.14429
H: -0.23500 -0.60703 0.22224
C: -0.41326 -7.15940 4.84755
C: -1.10000 -6.52061 3.66753
C: -1.18278 -7.36876 2.41951
O: -1.24149 -6.37436 1.38671
C: -0.61047 -5.26876 1.84821
O: -0.33244 -4.32268 1.19198
O: -0.35231 -5.39052 3.17453
H: -0.18243 -6.41069 5.60399
H: -1.05327 -7.91994 5.29326
H: 0.52728 -7.62366 4.54859
H: -2.09091 -6.15832 3.95548
H: -2.06191 -8.00654 2.38267
H: -0.28598 -7.97307 2.26535
C: 3.86300 1.73327 -1.70172
C: 2.48723 2.05563 -2.22471
C: 1.74231 3.13100 -1.47309
O: 0.37142 2.77888 -1.72796
C: 0.33362 1.43863 -1.93504
O: -0.66175 0.79549 -1.99278
O: 1.58398 0.94119 -2.06029
H: 4.22402 0.80068 -2.13321
H: 4.56034 2.53036 -1.95679
H: 3.84954 1.60972 -0.61810
H: 2.53283 2.28931 -3.29215
H: 1.95567 4.13261 -1.83951
H: 1.91266 3.09299 -0.39508
C: -0.57714 4.76962 -5.41950
C: 0.16630 5.57677 -4.38565
C: 0.09701 7.07467 -4.55893
O: 1.31565 7.49922 -3.92917
C: 2.20415 6.48194 -4.02839
O: 3.35552 6.55973 -3.75971
O: 1.58923 5.35518 -4.47284
H: -0.27976 3.72300 -5.37097
H: -1.65143 4.83406 -5.25223
H: -0.35595 5.12647 -6.42632
H: -0.15194 5.28276 -3.38099
H: -0.76159 7.53120 -4.07395
H: 0.12654 7.37609 -5.60837

=====

5.
The following is a DFT calculation (the ωB97M-V functional and the def2-TZVPD basis) of a 2-piece molecular cluster, C2H3N5O2 overall in a non-equilibrium geometry.

The value obtained for the HOMO energy is -10.2 eV. The energy above the lowest of the compared OMol25 structures with the same formula, charge and spin is 337.0 kJ/mol. As for the total energy: -502.10589 Ha. As for the structure (SMILES): N#C/N=[N+](\[O-])O.N#CN. The calculation puts the frontier orbital gap at 10.015 eV.

Element x y z (Å)
C: 4.64343 -1.29547 -0.12745
C: -0.36315 0.07241 -0.14775
N: 5.26363 -2.28084 -0.02181
N: 0.68864 0.48719 -0.22342
N: -1.53235 -0.48432 0.17215
N: 3.74123 -0.32755 -0.33590
N: 4.12870 0.82968 0.01576
O: 5.26028 1.23524 0.29605
O: 3.13827 1.70576 -0.01330
H: 2.29812 1.38565 -0.44295
H: -2.38088 0.07825 0.35214
H: -1.65086 -1.37623 -0.30625

=====

6.
The following is a DFT calculation (the ωB97M-V functional and the def2-TZVPD basis) of C2HBr2NO as an isolated structure in a non-equilibrium geometry.

The value obtained for the HOMO energy (alpha / beta) is -8.0 / -8.0 eV. The energy above the lowest of the compared OMol25 structures with the same formula, charge and spin is 280.1 kJ/mol. As for the total energy: -5354.69333 Ha. The calculation puts the frontier orbital gap (alpha / beta) at 6.754 / 6.758 eV.

Element x y z (Å)
C: 1.14549 0.33325 0.94120
C: -0.71133 -0.69324 -0.37057
N: 0.72248 -0.15085 -0.12780
O: 1.28058 0.71871 2.01711
Br: -2.21501 -0.19058 0.84142
Br: -1.33635 0.05818 -2.24744
H: 1.11414 -0.07548 -1.05393

=====

7.
The following is a DFT calculation (the ωB97M-V functional and the def2-TZVPD basis) of an isolated ion of composition C13H25N4O2 and charge +1 in a non-equilibrium geometry.

The value obtained for the HOMO energy is -12.6 eV. The net charge is +1. The energy above the lowest of the compared OMol25 structures with the same formula, charge and spin is 1371.5 kJ/mol. As for the total energy: -879.10734 Ha. As for the structure (SMILES): CCOn1nc(OC[C@@H](C)C(C)C)[nH]c1=[N+]=C(C)C. The calculation puts the frontier orbital gap at 8.231 eV.

Element x y z (Å)
C: -2.06140 4.62304 -0.40307
C: -1.69905 3.01713 -0.11503
O: -2.80140 2.10703 -0.54586
N: -2.33681 0.83454 -0.66413
N: -1.32464 0.38587 -1.49872
C: -0.98116 -1.10223 -1.38943
O: 0.04293 -1.90466 -2.07602
C: 1.09705 -1.07464 -2.67896
C: 2.39515 -0.78906 -1.71946
C: 2.02891 0.07644 -0.34051
C: 3.29407 -2.10951 -1.35119
C: 4.67836 -1.52530 -0.61618
C: 2.61564 -3.13605 -0.26863
N: -1.90935 -1.66264 -0.32846
C: -2.72568 -0.43056 0.08835
N: -3.81947 -0.33173 1.16986
C: -3.09313 0.08238 2.29362
C: -1.94537 -0.95631 2.87251
C: -3.27789 1.53811 3.03042
H: -3.13796 4.80350 0.03949
H: -2.05146 4.82611 -1.57767
H: -1.26616 5.35741 0.05836
H: -0.69010 2.82737 -0.70632
H: -1.44787 2.93968 1.02532
H: 0.70192 -0.05214 -3.13789
H: 1.50264 -1.68954 -3.61836
H: 3.11217 -0.06457 -2.34102
H: 1.58632 -0.61520 0.49421
H: 1.16537 0.84882 -0.62521
H: 2.94119 0.73273 -0.00613
H: 3.65917 -2.61840 -2.34093
H: 4.77477 -0.34763 -0.78480
H: 5.65724 -1.98991 -1.06229
H: 4.66270 -1.66928 0.55396
H: 2.98400 -4.22980 -0.57313
H: 1.44649 -3.17778 -0.28185
H: 2.94549 -2.98124 0.84325
H: -2.01671 -2.62175 0.07607
H: -1.64866 -0.68776 3.98285
H: -2.31056 -2.08471 2.76408
H: -0.94438 -0.89532 2.22869
H: -4.13076 1.58358 3.83138
H: -3.43208 2.33765 2.16114
H: -2.23957 1.82631 3.53769